Record 1
C18H35Br3F6KN4O4P3 as an isolated structure in a non-equilibrium geometry. Source: the Open Molecules 2025 dataset; level of theory: ωB97M-V with the def2-TZVPD basis set.

```
74
C18H35Br3F6KN4O4P3 | the Open Molecules 2025 dataset | ωB97M-V with the def2-TZVPD basis set
C 6.392 0.058 3.267
C 5.246 -0.616 2.317
P 3.677 0.397 2.611
C 3.884 2.168 1.897
C 2.173 -0.309 1.623
C 0.962 0.738 1.995
N 1.137 1.317 3.386
C 1.728 -1.734 2.197
C 0.808 -2.633 1.243
C -0.749 -2.691 1.619
N -1.568 -1.606 0.960
C -2.895 -2.172 0.520
C -3.979 -0.971 0.574
C -3.746 0.284 -0.334
C -4.767 1.481 -0.379
C -6.019 1.388 0.523
C -6.238 0.156 1.462
C -5.241 -1.031 1.509
O -5.494 -2.126 2.393
O 2.311 -0.202 0.190
C 3.256 -1.131 -0.389
P 4.480 -0.247 -1.570
N 4.441 -1.042 -2.990
H 7.188 -0.718 3.514
H 6.772 0.964 2.690
H 5.879 0.441 4.232
H 5.052 -1.709 2.608
H 5.513 -0.505 1.197
H 4.944 2.323 1.499
H 3.627 2.902 2.753
H 3.097 2.381 1.076
H 0.954 1.585 1.205
H -0.016 0.152 2.015
H 0.422 2.070 3.460
H 0.796 0.575 4.013
H 2.675 -2.334 2.432
H 1.159 -1.598 3.185
H 1.197 -3.719 1.337
H 0.887 -2.381 0.123
H -1.118 -3.741 1.315
H -0.875 -2.565 2.748
H -1.825 -0.941 1.714
H -3.185 -3.042 1.205
H -2.774 -2.464 -0.580
H -2.811 0.358 -1.003
H -4.579 2.359 -1.076
H -6.813 2.200 0.524
H -7.163 0.105 2.119
H -5.455 -2.977 1.907
H 3.767 -1.841 0.343
H 2.634 -1.809 -1.096
H 5.821 -0.268 -1.070
H 3.991 1.080 -1.877
H 5.392 -1.376 -3.205
C -6.750 0.192 -3.563
N -6.257 1.565 -3.850
O -5.061 1.750 -3.780
O -7.104 2.412 -4.137
H -5.901 -0.446 -3.326
H -7.431 0.258 -2.714
H -7.263 -0.166 -4.455
K -8.514 0.731 -5.718
C -8.311 6.094 -5.483
Br -8.569 4.209 -5.876
Br -7.605 7.055 -7.011
Br -9.928 6.914 -4.798
H -7.562 6.155 -4.695
F 7.990 -0.932 0.556
P 8.760 -1.672 -0.649
F 9.448 -3.116 -0.489
F 8.929 -0.226 -1.330
F 10.118 -1.369 0.154
F 8.716 -1.962 -2.229
F 7.344 -2.430 -0.542
```

Results
Kohn-Sham gap = 3.17 eV
total charge = 0
E_HOMO = -6.436 eV
spin multiplicity = 1

***

Record 2
C6H12N2O5PrS3 as an isolated structure in a non-equilibrium geometry. Source: the Open Molecules 2025 dataset; level of theory: ωB97M-V with the def2-TZVPD basis set.

```
29
C6H12N2O5PrS3 | the Open Molecules 2025 dataset | ωB97M-V with the def2-TZVPD basis set
Pr 0.900 0.203 -0.407
C -1.467 2.427 1.609
C -1.350 1.390 2.713
S 0.084 0.252 2.500
C -0.665 -1.423 2.668
C -1.809 -1.776 1.738
S -1.333 -1.695 -0.045
C -2.672 -0.669 -0.777
C -2.963 0.680 -0.142
S -1.524 1.840 -0.138
H -2.359 3.039 1.764
H -0.592 3.082 1.608
H -1.166 1.932 3.643
H -2.252 0.793 2.837
H 0.186 -2.087 2.486
H -0.983 -1.531 3.706
H -2.105 -2.808 1.933
H -2.681 -1.145 1.887
H -2.339 -0.549 -1.812
H -3.582 -1.272 -0.771
H -3.742 1.169 -0.732
H -3.316 0.585 0.883
O 2.718 0.724 0.485
N 3.114 -0.334 -0.051
O 2.285 -1.284 0.013
O 1.379 1.473 -1.981
N 1.185 0.539 -2.786
O 1.633 0.527 -3.874
O 0.454 -0.385 -2.349
```

Results
relative energy (zero: lowest compared OMol25 entry of this formula, charge and spin) = 49.5 kcal per mole
Kohn-Sham gap (spin up / spin down) = 8.96 / 9.02 eV
total charge = +1
E_HOMO (spin up / spin down) = -13.214 / -13.279 eV
spin multiplicity = 3
<S²> = 2.00

***

Record 3
C18H31N2O5Ta as an isolated structure in a non-equilibrium geometry. Source: the Open Molecules 2025 dataset; level of theory: ωB97M-V with the def2-TZVPD basis set.

```
57
C18H31N2O5Ta | the Open Molecules 2025 dataset | ωB97M-V with the def2-TZVPD basis set
Ta -0.437 0.568 -0.115
C 0.671 -1.789 -2.648
O -0.296 -1.889 -1.613
C -0.233 -3.089 -0.876
C 0.879 -3.035 0.140
O 0.714 -1.831 0.862
C 1.533 -1.811 2.021
H 0.538 -2.603 -3.366
H 1.692 -1.825 -2.254
H 0.517 -0.829 -3.133
H -0.115 -3.958 -1.534
H -1.189 -3.171 -0.358
H 1.874 -3.061 -0.321
H 0.798 -3.897 0.814
H 1.267 -2.646 2.676
H 1.365 -0.872 2.535
H 2.590 -1.888 1.748
O 1.442 0.852 0.928
N 1.750 2.011 1.388
N 0.897 2.885 1.054
O -0.093 2.574 0.237
C 1.025 4.250 1.470
C 1.856 4.567 2.534
C 1.963 5.895 2.909
C 1.244 6.876 2.239
C 0.410 6.531 1.186
C 0.292 5.207 0.790
H 2.400 3.792 3.053
H 2.605 6.163 3.738
H 1.329 7.910 2.544
H -0.158 7.292 0.669
H -0.360 4.910 -0.018
C 0.106 2.741 -3.038
O 0.139 1.368 -2.691
C -1.021 0.934 -1.944
C -2.251 0.831 -2.795
H 1.004 2.951 -3.619
H 0.094 3.370 -2.142
H -0.769 2.983 -3.646
H -2.507 1.772 -3.295
H -3.101 0.545 -2.177
H -2.127 0.073 -3.580
C -3.905 0.124 2.568
C -2.840 1.060 1.986
C -3.527 2.306 1.413
C -1.894 1.491 3.113
C -2.059 0.357 0.890
H -4.459 0.608 3.378
H -3.445 -0.784 2.963
H -4.621 -0.169 1.797
H -4.109 2.820 2.185
H -4.202 2.034 0.599
H -2.786 3.000 1.011
H -2.450 1.935 3.944
H -1.183 2.241 2.755
H -1.330 0.636 3.489
H -2.654 -0.382 0.317
```

Results
Kohn-Sham gap = 6.26 eV
total charge = 0
E_HOMO = -6.261 eV
spin multiplicity = 1

***

Record 4
A 2-piece molecular cluster, C7H15Cl2N overall in a non-equilibrium geometry. Source: the Open Molecules 2025 dataset; level of theory: ωB97M-V with the def2-TZVPD basis set.

```
25
C7H15Cl2N | the Open Molecules 2025 dataset | ωB97M-V with the def2-TZVPD basis set
C -1.838 1.266 1.056
C -1.040 1.796 -1.476
C -2.173 -0.284 -0.782
C 2.257 -0.967 1.674
C 1.002 -1.657 -0.326
C -1.612 0.848 -0.403
C 2.415 0.321 -0.363
N 1.718 -0.611 0.405
Cl 2.602 1.799 0.586
Cl 4.006 -0.141 -0.996
H -2.700 2.014 1.133
H -0.960 1.765 1.522
H -2.076 0.446 1.572
H -1.871 2.397 -1.636
H -0.074 2.206 -1.061
H -0.960 1.083 -2.228
H -2.550 -1.118 -0.054
H 1.707 0.752 -1.264
H -2.297 -0.555 -1.882
H 1.673 -1.936 2.093
H 3.424 -1.200 1.553
H 2.202 -0.166 2.327
H 0.641 -2.544 0.196
H 0.137 -1.280 -0.865
H 1.608 -2.085 -1.282
```

Results
relative energy (zero: lowest compared OMol25 entry of this formula, charge and spin) = 24.1 kcal per mole
Kohn-Sham gap = 9.66 eV
total charge = 0
E_HOMO = -8.921 eV
spin multiplicity = 1

***

Record 5
C29H16Cl6N4O3S3Zn as an isolated structure in a non-equilibrium geometry. Source: the Open Molecules 2025 dataset; level of theory: ωB97M-V with the def2-TZVPD basis set.

```
62
C29H16Cl6N4O3S3Zn | the Open Molecules 2025 dataset | ωB97M-V with the def2-TZVPD basis set
Zn 2.188 -0.026 0.356
S 4.832 0.287 -2.256
C 3.930 1.494 -1.587
N 2.811 1.505 -0.774
C 2.239 2.795 -0.759
C 0.940 3.166 -0.270
C 0.568 4.508 -0.242
C 1.468 5.552 -0.647
C 2.696 5.184 -1.237
C 3.059 3.850 -1.344
S 4.479 3.124 -2.079
H 0.190 2.364 0.020
H -0.358 4.728 0.198
H 1.309 6.618 -0.477
H 3.393 5.981 -1.510
O -4.472 -0.939 -4.876
S -5.643 -0.561 -4.126
O -6.639 -1.613 -3.970
O -6.087 0.812 -4.277
C -5.532 -0.288 -2.343
N -6.648 -0.116 -1.638
C -6.501 -0.037 -0.324
C -5.232 -0.055 0.340
C -4.172 -0.104 -0.536
N -4.339 -0.264 -1.834
C -2.704 -0.150 -0.151
C -1.775 0.131 -1.219
C -0.451 0.123 -0.903
N 0.092 -0.209 0.312
C -0.759 -0.566 1.262
C -2.172 -0.565 1.051
H -7.441 0.084 0.223
H -5.086 0.122 1.471
H -2.204 0.241 -2.258
H 0.331 0.502 -1.536
H -0.313 -0.908 2.207
H -2.768 -0.770 1.915
Cl 2.334 -4.490 1.578
C 1.348 -4.018 0.227
C 0.295 -4.889 -0.024
C -0.445 -4.670 -1.181
C -0.046 -3.701 -2.088
C 0.959 -2.823 -1.797
C 1.695 -2.851 -0.588
C 2.778 -2.003 -0.313
H 0.087 -5.631 0.754
H -1.333 -5.265 -1.398
H -0.697 -3.431 -2.990
H 1.257 -2.018 -2.506
H 3.342 -1.465 -1.095
H 3.413 -2.324 0.555
Cl 5.010 -0.720 1.847
C 3.743 -0.184 2.923
C 2.654 0.446 2.359
C 1.817 1.095 3.276
Cl 0.565 2.189 2.716
C 1.931 0.933 4.697
Cl 0.885 1.768 5.751
C 2.972 0.162 5.200
Cl 3.105 -0.261 6.850
C 3.923 -0.347 4.280
Cl 5.179 -1.503 4.787
```

Results
Kohn-Sham gap = 5.97 eV
total charge = -2
E_HOMO = -2.445 eV
spin multiplicity = 1

***

Record 6
The molecule C2H6Si3 in a non-equilibrium geometry. Source: the Open Molecules 2025 dataset; level of theory: ωB97M-V with the def2-TZVPD basis set.

```
11
C2H6Si3 | the Open Molecules 2025 dataset | ωB97M-V with the def2-TZVPD basis set
C 1.498 1.392 0.020
C 1.944 1.081 -1.069
Si 0.247 1.000 1.368
Si 2.635 0.090 -2.487
Si -0.614 -0.917 0.142
H 1.288 1.203 2.541
H -0.917 1.868 1.447
H 1.975 0.606 -3.753
H 0.542 -1.118 -0.776
H -1.201 -1.973 1.048
H -1.574 -0.027 -0.561
```

Results
relative energy (zero: lowest compared OMol25 entry of this formula, charge and spin) = 39.6 kcal per mole
Kohn-Sham gap = 7.13 eV
total charge = 0
E_HOMO = -8.347 eV
spin multiplicity = 1

***

Number 1: energy -303996.64890 eV. Number 2: energy -66196.85212 eV. Number 3: energy -33931.18013 eV. Number 4: energy -34034.40253 eV. Number 5: energy -198496.12996 eV. Number 6: energy -25798.78727 eV.